(1)
{"formula": "C48H52BrIrN5P2Te", "method": "wB97M-V/def2-TZVPD", "energy_ev": -156808.8292, "gap_ha": [0.231, 0.176], "charge": 2, "de_lowest_kcal_mol": 35.7, "spin_multiplicity": 2, "elements": ["Ir", "N", "C", "C", "C", "N", "C", "C", "N", "C", "H", "H", "H", "H", "H", "H", "H", "H", "H", "H", "H", "H", "H", "H", "H", "H", "Te", "C", "C", "C", "N", "C", "C", "C", "P", "C", "C", "C", "C", "C", "C", "C", "C", "C", "C", "C", "C", "P", "C", "C", "C", "C", "C", "C", "C", "C", "C", "C", "C", "C", "H", "H", "H", "H", "H", "H", "H", "H", "H", "H", "H", "H", "H", "H", "H", "H", "H", "H", "H", "H", "H", "H", "H", "H", "Br", "C", "C", "C", "C", "C", "C", "H", "H", "H", "H", "C", "C", "C", "C", "C", "C", "N", "H", "H", "H", "H", "H", "H", "H", "H"], "coordinates": [[-0.937, -0.691, -0.154], [-4.275, -1.357, 0.659], [-4.310, -1.442, 2.160], [-3.816, -0.118, 2.747], [-2.297, 0.043, 2.914], [-1.508, 0.427, 1.688], [-1.710, -1.183, 3.597], [-2.001, -2.466, 2.828], [-1.183, -2.421, 1.591], [-3.518, -2.646, 2.677], [-4.860, -0.602, 0.291], [-4.553, -2.224, 0.198], [-3.313, -1.129, 0.346], [-5.364, -1.579, 2.398], [-4.221, -0.050, 3.758], [-4.251, 0.723, 2.199], [-2.172, 0.896, 3.585], [-0.581, 0.633, 2.062], [-1.842, 1.343, 1.403], [-2.145, -1.256, 4.596], [-0.632, -1.065, 3.739], [-1.650, -3.309, 3.430], [-1.115, -3.339, 1.159], [-0.236, -2.236, 1.916], [-3.878, -2.818, 3.694], [-3.780, -3.548, 2.117], [3.688, 0.777, -1.330], [4.044, 2.788, -0.805], [4.262, 3.102, 0.530], [4.584, 4.414, 0.850], [4.711, 5.381, -0.053], [4.532, 5.059, -1.330], [4.197, 3.780, -1.762], [1.996, 0.380, -0.260], [0.380, 1.143, -0.555], [0.155, 2.535, 0.606], [-0.949, 3.380, 0.439], [-1.097, 4.504, 1.232], [-0.130, 4.818, 2.185], [0.984, 4.010, 2.329], [1.124, 2.869, 1.543], [0.306, 2.120, -2.094], [-0.472, 1.781, -3.195], [-0.491, 2.599, -4.316], [0.271, 3.756, -4.351], [1.040, 4.110, -3.249], [1.048, 3.305, -2.123], [1.661, -1.327, 0.227], [1.923, -1.431, 2.046], [2.014, -0.329, 2.890], [2.150, -0.492, 4.264], [2.187, -1.764, 4.815], [2.092, -2.875, 3.982], [1.965, -2.711, 2.611], [3.011, -2.384, -0.351], [4.279, -2.265, 0.227], [5.321, -3.047, -0.237], [5.105, -3.957, -1.266], [3.844, -4.094, -1.826], [2.792, -3.311, -1.370], [4.201, 2.350, 1.307], [4.759, 4.696, 1.883], [4.659, 5.859, -2.050], [4.054, 3.584, -2.817], [-1.664, 3.191, -0.353], [-1.946, 5.158, 1.087], [-0.236, 5.709, 2.789], [1.757, 4.270, 3.039], [2.019, 2.271, 1.629], [-1.062, 0.878, -3.193], [-1.106, 2.325, -5.163], [0.259, 4.389, -5.228], [1.618, 5.026, -3.259], [1.610, 3.625, -1.255], [2.003, 0.668, 2.473], [2.241, 0.378, 4.903], [2.310, -1.894, 5.881], [2.134, -3.872, 4.402], [1.914, -3.588, 1.972], [4.448, -1.569, 1.040], [6.304, -2.954, 0.207], [5.923, -4.570, -1.621], [3.673, -4.816, -2.613], [1.802, -3.440, -1.789], [-6.104, 1.799, -3.807], [-4.704, 1.087, -2.769], [-3.971, 0.005, -3.224], [-2.921, -0.510, -2.472], [-2.555, 0.039, -1.231], [-3.347, 1.112, -0.795], [-4.399, 1.640, -1.538], [-4.208, -0.445, -4.179], [-2.386, -1.350, -2.891], [-3.173, 1.597, 0.158], [-4.972, 2.477, -1.159], [1.008, -0.906, -3.219], [0.050, -1.990, -2.855], [-0.215, -3.071, -3.661], [-1.173, -3.856, -3.002], [-1.478, -3.223, -1.821], [-2.578, -3.718, -0.930], [-0.701, -2.072, -1.694], [0.842, -0.587, -4.248], [2.051, -1.233, -3.154], [0.901, -0.026, -2.601], [0.240, -3.264, -4.620], [-1.623, -4.773, -3.349], [-2.469, -4.789, -0.744], [-3.558, -3.591, -1.407], [-2.608, -3.237, 0.037]]}

(2)
{"formula": "C48H52CoN7O5S2", "method": "wB97M-V/def2-TZVPD", "energy_ev": -130583.8426, "gap_ha": [0.288, 0.243], "de_lowest_kcal_mol": 5.4, "spin_multiplicity": 5, "elements": ["Co", "C", "O", "C", "C", "C", "C", "C", "C", "N", "C", "N", "C", "C", "C", "C", "C", "C", "O", "C", "N", "C", "C", "C", "C", "C", "C", "O", "C", "H", "H", "H", "H", "H", "H", "H", "H", "H", "H", "H", "H", "H", "H", "H", "H", "H", "H", "H", "H", "H", "H", "O", "C", "C", "C", "C", "C", "C", "C", "O", "N", "N", "C", "S", "C", "C", "S", "H", "H", "H", "H", "H", "H", "H", "H", "H", "C", "C", "N", "C", "C", "C", "C", "N", "H", "H", "H", "H", "H", "H", "H", "H", "H", "H", "H", "H", "H", "H", "C", "C", "C", "C", "C", "C", "C", "C", "C", "C", "H", "H", "H", "H", "H", "H", "H"], "coordinates": [[0.044, 0.167, -0.137], [0.483, 4.964, 2.566], [1.020, 4.338, 3.739], [0.127, 4.054, 4.736], [0.410, 4.580, 5.992], [-0.442, 4.380, 7.063], [-1.608, 3.645, 6.875], [-1.877, 3.093, 5.638], [-1.012, 3.262, 4.555], [-1.379, 2.672, 3.326], [-0.621, 1.873, 2.499], [0.624, 1.644, 2.937], [1.629, 0.804, 2.428], [1.629, 0.199, 1.174], [2.726, -0.639, 0.914], [3.757, -0.847, 1.818], [3.742, -0.202, 3.047], [2.682, 0.623, 3.340], [2.564, 1.260, 4.556], [3.614, 2.177, 4.868], [-1.115, 1.353, 1.412], [-2.466, 1.670, 1.104], [-3.448, 0.715, 1.319], [-4.778, 0.964, 0.995], [-5.128, 2.182, 0.447], [-4.162, 3.165, 0.238], [-2.838, 2.921, 0.578], [-1.847, 3.835, 0.447], [-2.178, 5.069, -0.165], [1.290, 5.557, 2.139], [-0.350, 5.621, 2.828], [0.143, 4.233, 1.834], [1.310, 5.176, 6.089], [-0.208, 4.808, 8.029], [-2.297, 3.486, 7.695], [-2.768, 2.490, 5.494], [-2.369, 2.575, 3.173], [0.850, 1.990, 3.855], [2.799, -1.145, -0.036], [4.569, -1.519, 1.567], [4.530, -0.358, 3.774], [4.591, 1.692, 4.837], [3.425, 2.537, 5.877], [3.606, 3.021, 4.174], [-3.144, -0.242, 1.732], [-5.528, 0.198, 1.159], [-6.159, 2.388, 0.183], [-4.451, 4.115, -0.190], [-2.898, 5.632, 0.435], [-2.578, 4.918, -1.169], [-1.250, 5.632, -0.233], [-1.449, -1.976, 3.111], [-2.001, -3.092, 2.593], [-2.623, -3.959, 3.495], [-3.226, -5.117, 3.051], [-3.223, -5.440, 1.696], [-2.606, -4.590, 0.799], [-1.984, -3.410, 1.220], [-1.344, -2.513, 0.214], [-0.846, -1.389, 0.666], [-1.348, -2.894, -1.024], [-0.711, -1.970, -1.835], [-0.858, -2.222, -3.071], [-1.846, -3.573, -3.641], [-1.484, -3.281, -5.395], [-1.296, -1.790, -5.591], [-0.131, -1.227, -4.328], [-1.069, -1.476, 2.357], [-2.612, -3.692, 4.546], [-3.710, -5.775, 3.766], [-3.700, -6.348, 1.345], [-2.585, -4.816, -0.259], [-2.327, -3.663, -5.972], [-0.584, -3.828, -5.668], [-2.234, -1.252, -5.460], [-0.868, -1.548, -6.565], [5.849, -0.752, -3.338], [4.576, -0.462, -4.136], [3.434, -0.052, -3.326], [3.198, 1.372, -3.122], [3.916, 1.942, -1.900], [2.612, -0.954, -2.724], [2.821, -2.406, -3.078], [1.682, -0.600, -1.902], [6.600, -1.219, -3.982], [5.642, -1.427, -2.505], [6.279, 0.163, -2.927], [4.309, -1.337, -4.726], [4.769, 0.342, -4.845], [2.130, 1.501, -3.008], [3.509, 1.893, -4.028], [3.551, 1.456, -0.991], [3.727, 3.016, -1.821], [4.995, 1.797, -1.965], [2.595, -2.573, -4.134], [2.149, -3.022, -2.486], [3.846, -2.731, -2.893], [1.202, -1.451, -1.626], [-4.307, 1.250, -3.711], [-4.021, 0.285, -2.716], [-2.881, 0.379, -1.971], [-1.947, 1.429, -2.170], [-0.727, 1.548, -1.432], [0.069, 2.635, -1.632], [-0.238, 3.617, -2.602], [-1.370, 3.501, -3.353], [-2.257, 2.412, -3.151], [-3.447, 2.289, -3.914], [-5.211, 1.161, -4.302], [-4.713, -0.531, -2.545], [-2.683, -0.359, -1.206], [0.968, 2.763, -1.035], [0.435, 4.454, -2.748], [-1.616, 4.243, -4.106], [-3.659, 3.043, -4.666]]}

(3)
{"formula": "C48H52CsN2O6P2", "method": "wB97M-V/def2-TZVPD", "energy_ev": -85009.3414, "gap_ha": 0.229, "charge": -1, "de_lowest_kcal_mol": 50.8, "elements": ["Cs", "C", "O", "C", "C", "O", "C", "C", "O", "C", "H", "H", "H", "H", "H", "H", "H", "H", "H", "H", "H", "H", "H", "H", "C", "O", "C", "C", "C", "C", "C", "C", "N", "N", "C", "O", "C", "C", "C", "C", "C", "C", "C", "O", "H", "H", "H", "H", "H", "H", "H", "H", "H", "H", "H", "H", "C", "C", "P", "C", "C", "C", "C", "C", "C", "C", "C", "C", "C", "C", "C", "C", "P", "C", "C", "C", "C", "C", "C", "C", "C", "C", "C", "C", "C", "H", "H", "H", "H", "H", "H", "H", "H", "H", "H", "H", "H", "H", "H", "H", "H", "H", "H", "H", "H", "H", "H", "H", "H", "H", "H"], "coordinates": [[-0.132, 2.409, 1.100], [3.455, 1.045, 1.480], [3.216, 2.407, 1.791], [3.850, 3.306, 0.897], [3.143, 3.497, -0.425], [3.282, 2.333, -1.231], [2.729, 2.479, -2.527], [1.242, 2.225, -2.616], [1.013, 0.820, -2.590], [-0.313, 0.488, -2.945], [4.528, 0.818, 1.523], [3.091, 0.783, 0.486], [2.939, 0.454, 2.237], [4.886, 2.987, 0.724], [3.864, 4.274, 1.404], [3.615, 4.349, -0.939], [2.094, 3.754, -0.259], [3.244, 1.752, -3.160], [2.946, 3.485, -2.909], [0.882, 2.650, -3.566], [0.700, 2.732, -1.813], [-0.565, 0.880, -3.939], [-1.039, 0.877, -2.220], [-0.392, -0.599, -2.964], [0.800, 6.856, -1.190], [0.091, 7.051, 0.016], [-1.061, 6.313, 0.170], [-2.161, 6.945, 0.702], [-3.365, 6.258, 0.899], [-3.452, 4.938, 0.510], [-2.352, 4.283, -0.050], [-2.443, 2.872, -0.519], [-2.667, 1.816, 0.179], [-3.061, 1.969, 1.507], [-2.401, 1.443, 2.526], [-1.255, 0.906, 2.569], [-3.138, 1.626, 3.834], [-3.939, 2.739, 4.069], [-4.571, 2.905, 5.293], [-4.418, 1.954, 6.294], [-3.620, 0.841, 6.064], [-2.978, 0.687, 4.844], [-1.086, 4.927, -0.168], [-0.024, 4.264, -0.490], [1.394, 7.757, -1.338], [0.109, 6.735, -2.030], [1.440, 5.975, -1.146], [-2.064, 7.992, 0.966], [-4.218, 6.762, 1.336], [-4.376, 4.384, 0.629], [-2.237, 2.683, -1.573], [-4.046, 3.470, 3.279], [-5.177, 3.785, 5.469], [-4.906, 2.087, 7.252], [-3.488, 0.100, 6.843], [-2.333, -0.163, 4.662], [0.835, -1.943, 1.119], [-0.158, -1.895, -0.038], [-1.888, -1.454, 0.467], [-2.764, -1.809, -1.110], [-3.959, -1.112, -1.289], [-4.707, -1.260, -2.449], [-4.266, -2.105, -3.457], [-3.080, -2.810, -3.293], [-2.340, -2.662, -2.129], [-2.224, -2.991, 1.429], [-2.688, -4.201, 0.922], [-2.852, -5.304, 1.750], [-2.557, -5.214, 3.103], [-2.117, -4.007, 3.628], [-1.964, -2.906, 2.799], [2.077, -2.776, 0.801], [3.083, -2.080, -0.573], [4.521, -3.231, -0.566], [5.099, -3.665, -1.758], [6.255, -4.430, -1.758], [6.869, -4.776, -0.564], [6.313, -4.342, 0.631], [5.159, -3.573, 0.627], [2.219, -2.693, -2.075], [1.572, -3.929, -2.157], [0.964, -4.339, -3.329], [1.012, -3.525, -4.458], [1.671, -2.310, -4.400], [2.265, -1.894, -3.211], [0.377, -2.379, 2.010], [1.121, -0.924, 1.392], [-0.180, -2.864, -0.540], [0.176, -1.154, -0.770], [-4.284, -0.424, -0.514], [-5.627, -0.703, -2.566], [-4.839, -2.209, -4.370], [-2.729, -3.476, -4.070], [-1.418, -3.222, -2.031], [-2.933, -4.287, -0.131], [-3.213, -6.237, 1.334], [-2.678, -6.077, 3.745], [-1.902, -3.918, 4.685], [-1.646, -1.954, 3.211], [1.809, -3.819, 0.607], [2.721, -2.786, 1.683], [4.633, -3.410, -2.704], [6.678, -4.756, -2.700], [7.769, -5.375, -0.564], [6.782, -4.597, 1.573], [4.763, -3.235, 1.576], [1.549, -4.585, -1.296], [0.456, -5.294, -3.368], [0.528, -3.839, -5.374], [1.717, -1.672, -5.274], [2.747, -0.928, -3.159]]}

(4)
{"formula": "C48H52N8O6", "method": "wB97M-V/def2-TZVPD", "smiles": "C[C@H]1COC(=O)O1.C[C@H]1COC(=O)O1.c1ccncc1.c1ccncc1.c1ccncc1.c1ccncc1.c1ccncc1.c1ccncc1.c1ccncc1.c1ccncc1", "energy_ev": -74823.2067, "gap_ha": 0.344, "elements": ["C", "C", "C", "O", "C", "O", "O", "H", "H", "H", "H", "H", "H", "C", "C", "C", "O", "C", "O", "O", "H", "H", "H", "H", "H", "H", "C", "C", "C", "N", "C", "C", "H", "H", "H", "H", "H", "C", "C", "C", "N", "C", "C", "H", "H", "H", "H", "H", "C", "C", "C", "N", "C", "C", "H", "H", "H", "H", "H", "C", "C", "C", "N", "C", "C", "H", "H", "H", "H", "H", "C", "C", "C", "N", "C", "C", "H", "H", "H", "H", "H", "C", "C", "C", "N", "C", "C", "H", "H", "H", "H", "H", "C", "C", "C", "N", "C", "C", "H", "H", "H", "H", "H", "C", "C", "C", "N", "C", "C", "H", "H", "H", "H", "H"], "coordinates": [[16.123, 12.354, 9.250], [16.703, 12.848, 7.918], [16.457, 14.261, 7.527], [17.747, 14.884, 7.695], [18.717, 13.910, 7.831], [19.828, 14.152, 7.943], [18.080, 12.673, 7.872], [15.053, 12.426, 9.226], [16.519, 12.967, 10.058], [16.435, 11.365, 9.552], [16.228, 12.246, 7.120], [15.782, 14.776, 8.206], [16.222, 14.420, 6.496], [9.495, 13.654, 12.119], [9.203, 15.108, 11.832], [8.960, 15.469, 10.391], [8.118, 16.592, 10.467], [7.369, 16.526, 11.634], [6.411, 17.198, 11.833], [7.924, 15.534, 12.439], [8.912, 12.979, 11.470], [9.410, 13.399, 13.187], [10.538, 13.472, 11.850], [9.907, 15.749, 12.352], [8.513, 14.599, 9.895], [9.887, 15.777, 9.898], [16.166, 18.400, 10.541], [15.721, 17.759, 9.366], [16.587, 17.805, 8.282], [17.744, 18.454, 8.336], [18.191, 18.971, 9.464], [17.420, 18.997, 10.603], [15.447, 18.297, 11.373], [14.736, 17.265, 9.401], [16.288, 17.277, 7.393], [19.099, 19.616, 9.390], [17.833, 19.409, 11.541], [12.080, 10.647, 8.361], [10.980, 11.448, 8.279], [11.016, 12.486, 7.373], [12.090, 12.744, 6.622], [13.166, 11.985, 6.749], [13.230, 10.915, 7.657], [11.976, 9.888, 9.140], [10.127, 11.227, 8.888], [10.276, 13.249, 7.281], [14.041, 12.394, 6.267], [14.134, 10.304, 7.744], [11.672, 12.560, 15.197], [12.661, 12.778, 14.222], [13.841, 13.304, 14.617], [14.165, 13.695, 15.836], [13.236, 13.524, 16.782], [12.006, 12.961, 16.480], [10.757, 12.044, 14.946], [12.406, 12.537, 13.194], [14.575, 13.429, 13.827], [13.458, 13.719, 17.847], [11.252, 12.755, 17.255], [14.553, 9.042, 10.789], [15.757, 8.334, 10.844], [16.626, 8.667, 11.881], [16.407, 9.602, 12.763], [15.212, 10.200, 12.714], [14.278, 9.981, 11.762], [13.841, 8.791, 9.978], [15.895, 7.560, 10.089], [17.606, 8.161, 11.894], [14.950, 10.958, 13.456], [13.306, 10.477, 11.706], [18.868, 13.666, 11.036], [18.423, 12.756, 11.964], [17.269, 13.002, 12.673], [16.550, 14.108, 12.497], [16.994, 15.004, 11.644], [18.148, 14.875, 10.863], [19.707, 13.424, 10.443], [19.059, 11.876, 12.094], [16.961, 12.286, 13.432], [16.395, 15.871, 11.509], [18.398, 15.706, 10.230], [9.604, 20.063, 11.591], [9.298, 20.774, 12.729], [9.801, 20.291, 13.899], [10.494, 19.136, 14.027], [10.776, 18.489, 12.893], [10.368, 18.863, 11.652], [9.215, 20.386, 10.635], [8.696, 21.657, 12.632], [9.567, 20.842, 14.834], [11.331, 17.563, 12.978], [10.544, 18.280, 10.737], [13.624, 14.284, 11.000], [13.543, 15.431, 11.726], [12.858, 16.468, 11.189], [12.250, 16.403, 9.989], [12.278, 15.232, 9.302], [12.978, 14.148, 9.801], [14.213, 13.420, 11.339], [14.063, 15.391, 12.666], [12.821, 17.421, 11.725], [11.733, 15.119, 8.345], [13.001, 13.150, 9.341], [14.247, 18.293, 14.364], [15.492, 17.745, 14.615], [16.611, 18.486, 14.240], [16.466, 19.654, 13.619], [15.275, 20.214, 13.422], [14.140, 19.542, 13.812], [13.318, 17.893, 14.752], [15.550, 16.780, 15.125], [17.636, 18.170, 14.316], [15.240, 21.158, 12.910], [13.156, 20.019, 13.755]]}